Record 1
C33H40AsN5O3STi | the ωB97M-V functional and the def2-TZVPD basis

The charge is -2. As for the HOMO-LUMO gap (spin up / spin down): 3.51 / 5.31 eV. Its expectation value of S² is 2.0232. Its spin multiplicity is 3. As for the HOMO energy (spin up / spin down): 0.682 / -1.127 eV. As for the LUMO energy (spin up / spin down): 4.19 / 4.19 eV.

CARTESIAN COORDINATES (ANGSTROEM)
Ti 0.14 -0.83 -0.56
N -3.06 -2.18 1.80
N -2.54 -3.39 1.24
C -1.66 -3.19 0.14
O -0.99 -4.15 -0.23
O -1.66 -2.00 -0.36
H -2.29 -1.61 2.14
H -3.64 -2.46 2.58
H -2.03 -3.96 1.91
S 0.54 -1.67 1.93
C 0.92 -0.44 3.14
C 1.94 -0.71 4.07
C 2.26 0.18 5.07
C 1.58 1.39 5.19
C 0.57 1.67 4.29
C 0.23 0.78 3.27
As -1.23 1.08 2.01
C -0.34 2.11 0.66
C 0.84 1.48 0.09
C 1.38 2.13 -1.08
C 0.75 3.19 -1.68
C -0.45 3.73 -1.15
C -0.97 3.16 0.03
C -2.29 2.43 2.98
C -1.94 3.77 3.14
C -2.76 4.65 3.83
C -3.95 4.21 4.38
C -4.33 2.88 4.22
C -3.51 2.01 3.52
H 2.48 -1.65 3.97
H 3.06 -0.07 5.77
H 1.83 2.09 5.98
H 0.03 2.61 4.38
H 1.53 0.99 0.77
H 2.30 1.76 -1.51
H 1.19 3.61 -2.58
H -0.91 4.61 -1.59
H -1.90 3.55 0.44
H -1.01 4.11 2.69
H -2.46 5.69 3.94
H -4.59 4.90 4.92
H -5.27 2.53 4.64
H -3.81 0.97 3.39
C -4.61 0.56 -0.44
N -3.25 0.16 -0.67
C -2.43 0.72 -1.57
N -2.92 1.76 -2.34
O -1.26 0.35 -1.76
H -4.99 -0.04 0.39
H -5.26 0.40 -1.31
H -4.68 1.61 -0.13
H -2.89 -0.71 -0.26
H -3.70 2.27 -1.93
H -2.15 2.38 -2.58
C -0.62 -2.64 -3.76
C 0.59 -1.94 -4.40
C 0.42 -0.42 -4.46
C 1.92 -2.37 -3.80
C 2.74 -3.13 -4.61
C 4.02 -3.51 -4.23
C 4.47 -3.06 -3.00
C 3.68 -2.31 -2.13
C 4.35 -1.85 -0.85
C 4.25 -0.33 -0.67
C 3.84 -2.57 0.39
C 2.33 -1.99 -2.48
N 1.48 -1.34 -1.65
H -0.69 -2.42 -2.70
H -1.54 -2.31 -4.24
H -0.53 -3.72 -3.86
H 0.62 -2.28 -5.45
H 0.43 0.02 -3.47
H -0.52 -0.15 -4.95
H 1.24 0.02 -5.04
H 2.37 -3.42 -5.59
H 4.65 -4.12 -4.87
H 5.48 -3.30 -2.68
H 5.41 -2.10 -0.96
H 3.20 -0.05 -0.62
H 4.72 0.19 -1.51
H 4.74 -0.01 0.26
H 2.81 -2.31 0.61
H 4.45 -2.32 1.27
H 3.87 -3.66 0.25

Atomic partial charges in e from the Mulliken method, atoms 1 to 5: Ti 1.83; N -0.20; N -0.38; C -0.14; O -0.72



Record 2
C33H40AuIN5O2SSi | the ωB97M-V functional and the def2-TZVPD basis

The charge is +1. As for the HOMO-LUMO gap: 7.02 eV. Its spin multiplicity is 1. As for the HOMO energy: -10.162 eV. As for the LUMO energy: -3.15 eV.

CARTESIAN COORDINATES (ANGSTROEM)
Au -0.12 0.92 -0.35
C 0.09 0.92 1.69
Si -0.52 -0.69 2.43
C -1.95 -1.34 1.37
N -1.84 -1.16 -0.07
C -2.94 -0.57 -0.80
C -3.94 -1.61 -1.32
C -3.20 -2.68 -2.13
C -2.07 -3.29 -1.31
C -1.13 -2.18 -0.83
C -1.23 -0.39 4.14
C -0.75 -1.05 5.26
C -1.31 -0.84 6.52
C -2.35 0.06 6.67
C -2.84 0.74 5.56
C -2.28 0.52 4.31
C 0.89 -1.91 2.58
C 0.76 -3.26 2.29
C 1.83 -4.14 2.43
C 3.06 -3.68 2.88
C 3.20 -2.33 3.21
C 2.13 -1.46 3.06
H 1.13 1.12 1.93
H -0.49 1.78 2.03
H -2.87 -0.85 1.72
H -2.08 -2.40 1.65
H -2.53 -0.02 -1.66
H -3.45 0.15 -0.16
H -4.71 -1.13 -1.92
H -4.43 -2.09 -0.47
H -2.78 -2.22 -3.04
H -3.90 -3.45 -2.46
H -1.52 -4.03 -1.89
H -2.50 -3.81 -0.44
H -0.68 -1.71 -1.71
H -0.33 -2.59 -0.21
H 0.07 -1.76 5.16
H -0.92 -1.37 7.38
H -2.79 0.22 7.64
H -3.66 1.44 5.67
H -2.69 1.05 3.46
H -0.18 -3.66 1.94
H 1.71 -5.19 2.19
H 3.89 -4.36 3.00
H 4.15 -1.97 3.61
H 2.26 -0.42 3.34
S 1.53 -0.68 -0.51
C 2.98 0.29 -0.31
N 3.93 -0.23 0.45
C 5.22 0.43 0.67
C 5.55 1.29 -0.53
C 4.38 2.23 -0.80
N 3.15 1.44 -0.93
H 3.72 -1.11 0.90
H 5.97 -0.34 0.84
H 5.15 1.04 1.58
H 5.71 0.66 -1.40
H 6.46 1.87 -0.35
H 4.52 2.77 -1.73
H 4.27 2.96 0.00
H 2.36 1.84 -1.44
I -0.10 1.11 -9.50
C 0.00 1.30 -7.43
C 1.02 2.04 -6.86
C 1.10 2.15 -5.48
C 0.16 1.51 -4.68
C -0.86 0.77 -5.26
C -0.95 0.67 -6.64
C 0.27 1.61 -3.20
O 1.03 2.47 -2.68
O -0.44 0.80 -2.51
H 1.75 2.54 -7.49
H 1.88 2.74 -5.02
H -1.58 0.27 -4.63
H -1.75 0.10 -7.09
N -1.36 3.50 -1.02
C -2.31 4.42 -0.78
C -3.12 3.92 0.22
C -2.57 2.68 0.55
N -1.52 2.43 -0.22
H -0.55 3.52 -1.65
H -2.34 5.34 -1.33
H -3.98 4.39 0.66
H -2.90 1.96 1.27

Atomic partial charges in e from the Mulliken method, atoms 1 to 5: Au 1.62; C -1.23; Si -0.48; C -0.90; N 0.92



Number 1: electronic energy -143255.417 eV. Number 2: electronic energy -76918.318 eV.